# 1
Molecular formula: C23H37IN4O7P2RuS4
Method: DFT, wB97M-V/def2-TZVPD

The geometry in XYZ format:
```
79
Properties=species:S:1:pos:R:3:forces:R:3
Ru -0.6931 -0.3144 0.1230 -0.387 0.567 1.081
O 0.5762 2.6281 4.7387 0.010 -0.060 -0.068
C 1.6843 1.8899 4.4848 -0.007 0.115 0.119
C 2.7855 1.9650 5.3370 0.002 0.032 0.023
C 3.9324 1.2372 5.0899 -0.018 0.012 0.006
C 4.0051 0.4120 3.9747 -0.027 -0.006 -0.039
C 2.9110 0.3249 3.1372 0.005 0.041 0.005
C 1.7371 1.0505 3.3675 0.044 -0.202 -0.287
C 0.6186 0.8445 2.4160 0.496 -0.084 0.051
O 0.8152 -0.0122 1.4523 0.299 -0.481 0.027
N -0.4889 1.4807 2.5496 -0.466 0.308 -0.010
N -1.4183 1.0095 1.6312 0.178 -0.102 -0.569
C -2.5872 1.5316 1.7571 -0.104 -0.081 0.285
S -4.0029 0.9568 0.9130 0.101 0.142 -0.091
C -5.1634 1.8774 1.9634 0.034 -0.025 0.012
C -4.4988 3.1907 2.3111 0.030 -0.019 -0.021
S -2.8264 2.8233 2.9118 -0.035 -0.042 0.042
H 0.7208 3.1360 5.5448 -0.004 -0.008 0.009
H 2.7287 2.6126 6.2056 0.006 -0.011 -0.006
H 4.7690 1.3131 5.7722 0.001 0.013 -0.016
H 4.9030 -0.1532 3.7661 -0.021 -0.022 0.014
H 2.9315 -0.3204 2.2703 0.033 -0.007 0.004
H -5.3699 1.2824 2.8516 -0.050 0.037 0.023
H -6.0797 2.0217 1.3931 -0.003 -0.027 -0.008
H -5.0331 3.7233 3.0966 0.012 -0.026 0.020
H -4.4170 3.8301 1.4326 -0.080 0.036 0.006
C -5.3210 -3.7009 -1.2870 0.005 0.032 0.036
C -4.0000 -4.3079 -0.8889 0.030 -0.021 0.035
O -3.4320 -3.5129 0.1885 -0.072 0.079 -0.229
P -1.9765 -2.9234 0.1361 -0.379 -0.906 0.331
S -1.7799 -1.8288 1.7655 0.430 0.194 -0.546
S -1.5876 -1.8897 -1.5446 0.349 0.486 0.462
O -1.1026 -4.2435 0.1435 0.098 -0.094 -0.020
C 0.3067 -4.3338 -0.1585 0.020 -0.005 0.008
C 1.1903 -3.6884 0.8871 -0.060 -0.012 0.035
H -5.7786 -4.2933 -2.0799 0.005 0.007 0.007
H -5.1784 -2.6813 -1.6461 -0.014 -0.014 -0.025
H -5.9979 -3.6782 -0.4336 -0.010 0.004 -0.019
H -3.3039 -4.3413 -1.7288 0.019 -0.007 0.002
H -4.1168 -5.3142 -0.4919 0.030 -0.026 -0.025
H 0.4726 -3.9042 -1.1493 -0.037 0.004 -0.020
H 0.4961 -5.4031 -0.2095 -0.018 -0.017 -0.044
H 1.0842 -2.6036 0.9092 -0.009 0.024 0.032
H 2.2323 -3.9276 0.6628 -0.015 -0.028 0.027
H 0.9526 -4.0689 1.8801 0.025 -0.010 -0.002
C 4.2945 -1.8927 -1.1453 -0.001 0.046 0.011
C 2.9083 -1.7450 -1.7171 -0.012 -0.100 0.053
O 2.5741 -0.3351 -1.8005 0.203 -0.618 0.255
P 1.2308 0.3122 -1.2885 -1.619 1.222 -0.260
O 1.6476 1.6929 -0.6228 0.353 -0.080 0.086
C 2.4321 2.7217 -1.2840 0.120 0.072 0.002
C 3.9149 2.4091 -1.3078 -0.044 -0.091 0.013
O 0.6048 0.8942 -2.6518 0.175 -0.095 -0.293
C 0.3820 0.0569 -3.8035 0.050 -0.055 0.004
C 1.2393 0.5322 -4.9510 0.029 0.066 0.024
H 4.5938 -2.9410 -1.1766 -0.001 0.004 0.022
H 4.3280 -1.5482 -0.1116 0.009 -0.001 -0.001
H 5.0083 -1.3153 -1.7322 0.014 -0.016 0.015
H 2.1671 -2.2621 -1.1034 -0.014 0.108 -0.029
H 2.8543 -2.1448 -2.7295 -0.018 0.046 -0.043
H 2.2497 3.6159 -0.6898 -0.056 -0.015 0.023
H 2.0322 2.8760 -2.2865 -0.018 0.002 0.007
H 4.2115 1.9383 -0.3697 0.019 0.066 0.011
H 4.4769 3.3364 -1.4201 0.003 -0.015 -0.032
H 4.1737 1.7426 -2.1283 0.006 -0.018 0.029
H -0.6793 0.1295 -4.0438 -0.020 -0.002 0.018
H 0.5990 -0.9876 -3.5591 -0.024 0.007 0.010
H 1.0416 1.5849 -5.1567 -0.019 -0.019 -0.018
H 1.0176 -0.0425 -5.8510 0.025 -0.001 0.012
H 2.2972 0.4232 -4.7094 -0.004 -0.022 -0.028
I -3.5030 2.9798 -4.3871 -0.008 0.007 -0.039
C -2.4264 2.4771 -2.7119 -0.059 -0.021 0.062
C -1.5437 3.2710 -2.0096 -0.048 -0.007 -0.010
N -1.0997 2.5349 -0.9838 -0.094 0.167 0.187
N -1.6377 1.3115 -0.9780 0.569 -0.563 -0.769
C -2.4497 1.2585 -2.0278 -0.005 0.171 -0.031
H -1.2215 4.2858 -2.1732 -0.007 -0.009 0.051
H -0.3981 2.7642 -0.2950 0.017 -0.028 0.003
H -3.0195 0.3698 -2.2397 0.029 0.000 -0.002
```
Positions in Å, forces in eV/Å.

E_tot (a.u.): -4312.32613
2S+1: 2
Total charge: +1
⟨S²⟩: 0.76
ΔE to the lowest compared entry with this formula, charge and spin (kcal per mole): 21.4
Gap between HOMO and LUMO (spin up / spin down) (Ha): 0.269 / 0.258
HOMO level (spin up / spin down) (eV): -10.3 / -10.2

Results of the Mulliken charge analysis, in e, for atoms 1 through 5:
1. Ru -0.055
2. O -0.452
3. C 1.225
4. C -0.862
5. C -0.529

---

# 2
Molecular formula: C23H37MnO3
Method: DFT, wB97M-V/def2-TZVPD

The geometry in XYZ format:
```
64
Properties=species:S:1:pos:R:3:forces:R:3
O -1.0293 -1.0681 -5.7508 -0.240 -0.433 -0.885
C -2.2699 -1.7301 -6.1051 -0.399 -0.131 0.121
C -1.7918 -2.1724 -7.4938 0.508 0.380 0.464
H -3.1107 -1.0292 -6.1392 0.085 -0.098 0.244
H -2.4756 -2.5663 -5.4298 -0.126 0.205 0.072
C -0.4799 -1.4343 -7.0673 0.141 -0.226 -0.683
H -2.3238 -1.7023 -8.3363 0.266 -0.367 0.322
H -1.6754 -3.2616 -7.6142 -0.124 0.529 -0.103
C -0.1643 -0.2093 -7.9117 0.083 0.011 0.161
H -1.0427 0.4359 -8.0201 0.145 -0.091 0.080
H 0.1704 -0.5065 -8.9133 -0.101 -0.029 0.190
H 0.6472 0.3593 -7.4466 -0.121 0.040 -0.042
C 0.7263 -2.3460 -6.9212 0.010 0.128 0.067
H 0.4787 -3.2298 -6.3243 0.046 0.149 -0.047
H 1.5421 -1.7989 -6.4381 -0.046 -0.114 0.016
H 1.0810 -2.6785 -7.9035 -0.113 0.058 0.125
Mn 0.4335 0.4847 2.0477 1.376 -0.570 0.041
C 1.3718 -0.9328 3.5336 0.464 -0.648 -1.503
C 0.0053 -1.0037 3.8566 -1.574 -0.866 -0.727
C -0.7218 -1.4952 2.7177 0.542 -0.043 -0.065
H -0.5367 -0.8399 4.7796 0.506 -0.073 -0.160
C 0.2409 -1.8091 1.6947 0.052 -0.653 1.172
C 1.5424 -1.4420 2.1800 -0.530 -0.005 0.637
H 2.5240 -1.6420 1.7104 -0.915 0.325 0.191
H 2.1848 -0.5682 4.1443 -0.200 -0.126 -0.027
H -1.8088 -1.7162 2.7353 1.027 0.223 -0.210
H 0.0547 -2.4867 0.8501 0.038 0.950 0.116
C 1.4762 2.3815 2.9614 1.345 0.797 -1.241
C 2.3234 1.5148 2.1720 -0.516 0.826 -0.845
C 1.8525 1.5914 0.7908 0.112 0.844 0.956
H 3.2303 1.0107 2.5409 -0.639 0.380 -0.395
C 0.6943 2.4503 0.7720 0.859 0.184 0.967
C 0.4555 2.9080 2.1242 0.135 -0.552 -0.694
H -0.3380 3.5781 2.4665 0.365 -0.287 -0.321
H 1.8293 2.8100 3.9151 -0.801 -0.741 -0.688
H 2.4440 1.2612 -0.0694 -0.609 -0.183 0.424
H 0.2016 2.8651 -0.1203 0.048 -0.717 0.589
O -0.6377 0.1107 -0.0374 -0.566 -0.057 -0.464
C 0.2005 -0.2813 -1.1649 -0.139 0.231 -0.222
C -0.7012 -1.0825 -2.0970 -0.132 -0.319 0.344
H 1.0713 -0.8502 -0.7996 -0.381 0.236 -0.038
H 0.5541 0.6344 -1.6635 -0.023 -0.187 0.183
C -2.0856 -0.4691 -1.8329 0.277 0.408 -0.359
H -0.7061 -2.1300 -1.7647 0.024 0.115 -0.193
H -0.3890 -1.0404 -3.1483 -0.128 0.012 0.282
C -2.0481 -0.1692 -0.3402 0.360 -0.333 -0.075
H -2.9139 -1.1252 -2.1229 0.195 0.172 0.126
H -2.1633 0.4695 -2.3987 -0.121 -0.211 0.087
H -2.3429 -1.0677 0.2212 0.019 0.293 0.083
H -2.6692 0.6900 -0.0470 0.361 -0.275 0.017
C -0.2443 0.6452 6.5282 -0.529 -0.338 0.586
C 0.5114 1.4748 5.5091 0.068 0.224 1.755
C -0.1330 2.8666 5.5913 -0.209 0.549 0.008
C 1.9809 1.3568 5.9365 0.388 0.109 -0.236
O 0.1360 1.1570 4.2711 -0.376 -0.590 -1.752
H -0.0788 1.1720 7.4690 -0.294 -0.436 0.227
H 0.1505 -0.3833 6.6020 -0.195 0.483 0.069
H -1.3159 0.6321 6.2825 0.274 -0.063 0.230
H -0.1125 3.1805 6.6313 -0.008 0.448 -0.029
H 0.3273 3.5911 4.9034 -0.091 -0.130 0.589
H -1.1670 2.7083 5.2482 0.265 0.354 0.366
H 2.2632 0.2963 6.0196 -0.107 0.348 0.108
H 2.7235 1.8287 5.2789 -0.251 0.006 0.263
H 2.0489 1.8031 6.9370 0.226 -0.122 -0.274
```
Positions in Å, forces in eV/Å.

E_tot (a.u.): -2274.81724
2S+1: 4
Total charge: +1
⟨S²⟩: 4.04
ΔE to the lowest compared entry with this formula, charge and spin (kcal per mole): 8.1
Gap between HOMO and LUMO (spin up / spin down) (Ha): 0.245 / 0.241
HOMO level (spin up / spin down) (eV): -11.0 / -11.2

Results of the natural (NBO) charge analysis, in e, for atoms 1 through 5:
1. O -0.564
2. C -0.062
3. C -0.461
4. H 0.177
5. H 0.171

---

# 3
Molecular formula: C23H37N4O6PS
Method: DFT, wB97M-V/def2-TZVPD

The geometry in XYZ format:
```
72
Properties=species:S:1:pos:R:3:forces:R:3
C 0.2714 -3.6111 4.9666 0.011 0.453 -0.199
C 0.9699 -2.3789 5.5541 0.005 -0.394 0.293
O 0.4517 -1.1668 4.9793 0.129 -0.334 -0.551
P 1.4656 -0.1091 4.3351 0.122 0.870 0.655
O 2.2453 0.6520 5.3147 0.075 -0.143 -0.172
C 0.3614 0.9494 3.3813 -0.145 -0.375 -0.413
C -0.3615 0.3733 2.1514 -0.184 0.215 0.234
C -1.5201 -0.5419 2.5375 -0.063 0.290 -0.192
O -1.5585 -1.6387 1.5878 0.006 -0.067 0.262
S -2.7890 -2.6938 1.8312 -0.089 -0.183 -0.148
O -2.8309 -2.9343 3.2532 0.013 0.014 0.116
O -1.9989 -3.9139 1.1335 -0.252 0.238 -0.182
O 2.4272 -0.8946 3.3282 -0.594 -0.334 -0.116
C 1.9134 -1.9706 2.5110 0.366 -0.126 -0.093
C 2.4615 -1.8431 1.0977 0.081 -0.045 0.115
H 0.9789 -4.2819 4.4846 0.029 -0.130 0.102
H -0.4370 -3.2826 4.2066 -0.132 -0.054 0.060
H -0.2842 -4.1581 5.7224 0.018 -0.156 -0.021
H 0.8073 -2.3240 6.6278 -0.029 0.140 0.059
H 2.0474 -2.4391 5.4089 0.077 0.119 -0.061
H 0.9764 1.7887 3.0624 0.092 0.095 0.151
H -0.3757 1.3224 4.0932 0.048 0.147 0.091
H 0.3191 -0.1382 1.4772 0.089 -0.099 0.028
H -0.7588 1.2112 1.5790 0.029 0.008 -0.078
H -1.4237 -0.9283 3.5471 0.108 -0.169 -0.009
H -2.4627 0.0063 2.4817 -0.063 -0.029 -0.008
H -1.0708 -3.8478 1.3934 0.290 -0.156 0.094
H 2.2431 -2.9082 2.9580 0.119 0.036 0.104
H 0.8263 -1.9881 2.5202 -0.103 0.083 0.036
H 3.3348 -1.1949 1.1105 0.028 0.047 -0.009
H 1.7330 -1.4332 0.4013 -0.007 0.068 -0.054
H 2.7972 -2.8143 0.7370 -0.087 -0.064 -0.114
N 0.4942 -2.3366 -2.0536 -0.017 0.014 0.006
C -0.6280 -1.7027 -1.5909 0.029 -0.040 0.042
C -1.0771 -0.8745 -2.5842 0.022 0.024 -0.009
C -0.1913 -1.0162 -3.6877 0.005 0.011 -0.042
C 0.7677 -1.9252 -3.3293 0.001 0.012 0.030
H 1.0354 -3.0013 -1.5340 0.011 -0.035 -0.017
H -1.0104 -1.8948 -0.6024 0.041 0.043 -0.107
H -1.9451 -0.2390 -2.5286 -0.014 0.002 -0.006
H -0.2545 -0.5126 -4.6376 -0.018 -0.029 -0.028
H 1.6148 -2.3109 -3.8694 -0.002 -0.003 -0.018
N -2.7118 -3.6991 7.3118 -0.023 -0.015 0.029
C -3.6255 -3.7288 6.2930 0.012 -0.026 0.060
C -4.8681 -3.8370 6.8585 -0.005 -0.007 0.015
C -4.6952 -3.8743 8.2702 -0.022 0.006 -0.015
C -3.3526 -3.7867 8.5187 0.025 0.008 -0.023
H -1.7204 -3.6219 7.1908 0.006 0.039 0.022
H -3.3156 -3.6675 5.2645 -0.034 0.013 0.042
H -5.7997 -3.8833 6.3201 -0.007 -0.004 -0.004
H -5.4681 -3.9544 9.0160 -0.007 -0.001 0.003
H -2.8027 -3.7764 9.4439 -0.004 -0.002 0.010
N 0.7101 3.4250 -5.4521 -0.033 0.018 -0.034
C -0.1705 2.4866 -4.9890 0.041 0.030 0.025
C -1.3780 2.7121 -5.5936 -0.010 -0.014 -0.006
C -1.2190 3.8299 -6.4573 -0.017 0.002 -0.013
C 0.0795 4.2471 -6.3480 0.069 -0.026 0.041
H 1.6707 3.4965 -5.1750 0.022 -0.016 0.009
H 0.1357 1.7449 -4.2719 -0.009 0.004 0.027
H -2.2765 2.1397 -5.4355 -0.007 -0.004 -0.002
H -1.9714 4.2753 -7.0857 -0.006 0.003 -0.005
H 0.6037 5.0544 -6.8301 -0.043 0.024 -0.024
N 2.9854 6.5390 -7.9913 0.007 -0.008 -0.022
C 2.6329 5.9576 -9.1800 -0.003 0.009 0.049
C 3.1472 6.7273 -10.1877 0.008 0.000 -0.018
C 3.8376 7.8136 -9.5835 0.003 0.002 -0.020
C 3.7199 7.6692 -8.2281 -0.018 -0.019 0.017
H 2.7421 6.1922 -7.0833 0.009 0.003 0.030
H 2.0508 5.0522 -9.2059 -0.008 -0.003 -0.009
H 3.0415 6.5339 -11.2416 0.000 0.000 -0.009
H 4.3598 8.6091 -10.0874 0.003 0.005 -0.007
H 4.0933 8.2698 -7.4170 0.002 0.013 0.000
```
Positions in Å, forces in eV/Å.

E_tot (a.u.): -2308.62646
ΔE to the lowest compared entry with this formula, charge and spin (kcal per mole): 1.9
Gap between HOMO and LUMO (Ha): 0.301
HOMO level (eV): -8.1

Results of the Mulliken charge analysis, in e, for atoms 1 through 5:
1. C -0.885
2. C -0.540
3. O -0.281
4. P 1.041
5. O -0.808

---

Q: Which of these has the lowest E_tot?
A: C23H37IN4O7P2RuS4

---

Q: Which formula does entry 3 have?
A: C23H37N4O6PS

---

Q: Among the records above, which one has the highest E_tot?
A: C23H37MnO3

---

Q: What is the ΔE to the lowest compared entry with this formula, charge and spin in the third record?
A: 1.9 kcal per mole